Record 1
Density functional theory data (wB97M-V/def2-TZVPD) for C40H42BBrF4LiN4O3P as an isolated structure.

Each line ends with the Löwdin charge.
CARTESIAN COORDINATES (ANGSTROEM)
Li  1.02  -0.41  -0.28  0.549
O  3.38  2.49  -2.45  0.025
C  2.50  1.68  -3.14  -0.241
C  1.76  2.23  -4.18  -0.025
C  0.91  1.43  -4.93  -0.099
C  0.77  0.09  -4.62  -0.102
C  1.49  -0.43  -3.55  -0.038
C  2.38  0.33  -2.80  -0.082
C  3.13  -0.42  -1.67  -0.490
O  2.35  -1.38  -1.13  -0.311
N  3.64  0.49  -0.61  -0.016
N  2.68  0.94  0.24  -0.004
C  2.80  2.14  0.66  -0.187
C  1.88  2.72  1.64  -0.597
Br  1.15  1.48  2.91  0.831
C  1.44  3.97  1.70  -0.108
C  1.81  5.10  0.82  -0.207
C  3.11  5.38  0.41  -0.050
C  3.38  6.45  -0.43  -0.096
C  2.34  7.26  -0.88  -0.100
C  1.04  6.99  -0.47  -0.073
C  0.78  5.93  0.38  -0.034
H  3.20  3.41  -2.69  0.107
H  1.85  3.28  -4.40  0.114
H  0.34  1.87  -5.74  0.100
H  0.10  -0.54  -5.18  0.099
H  1.37  -1.47  -3.26  0.112
H  4.07  -0.81  -2.11  0.140
H  4.20  1.25  -0.99  0.100
H  3.59  2.78  0.27  0.108
H  0.65  4.19  2.40  0.107
H  3.94  4.79  0.79  0.106
H  4.40  6.67  -0.72  0.097
H  2.54  8.09  -1.54  0.096
H  0.22  7.61  -0.82  0.103
H  -0.24  5.69  0.67  0.119
C  3.45  -3.67  2.01  -0.054
C  2.90  -2.27  1.68  -0.138
N  1.47  -2.22  1.97  -0.134
C  1.28  -2.26  3.41  -0.159
C  2.04  -3.46  4.01  -0.062
N  2.42  -4.35  2.87  -0.095
C  1.21  -4.66  2.04  -0.055
C  0.79  -3.34  1.34  -0.141
H  4.39  -3.66  2.57  0.131
H  3.57  -4.29  1.12  0.136
H  3.05  -2.01  0.62  0.093
H  3.39  -1.50  2.28  0.132
H  0.21  -2.34  3.62  0.127
H  1.63  -1.33  3.85  0.088
H  1.45  -4.04  4.71  0.130
H  2.98  -3.16  4.49  0.132
H  2.80  -5.22  3.24  0.181
H  0.45  -5.04  2.72  0.131
H  1.48  -5.45  1.34  0.132
H  -0.29  -3.21  1.42  0.108
H  1.04  -3.34  0.29  0.129
O  -0.60  -1.26  -0.27  -0.383
P  -2.09  -1.14  -0.24  0.817
C  -2.84  -0.55  -1.76  -0.261
C  -4.12  -0.98  -2.13  -0.089
C  -4.71  -0.49  -3.28  -0.082
C  -4.02  0.43  -4.07  -0.074
C  -2.75  0.85  -3.71  -0.055
C  -2.16  0.36  -2.55  -0.048
C  -2.73  -0.21  1.15  -0.283
C  -3.97  0.40  1.14  -0.056
C  -4.43  1.04  2.28  -0.063
C  -3.65  1.07  3.42  -0.070
C  -2.40  0.48  3.43  -0.084
C  -1.93  -0.16  2.29  -0.102
C  -2.75  -2.82  -0.02  -0.274
C  -2.40  -3.78  -0.97  -0.075
C  -2.77  -5.11  -0.80  -0.081
C  -3.49  -5.49  0.33  -0.092
C  -3.85  -4.54  1.28  -0.084
C  -3.48  -3.21  1.10  -0.069
H  -4.64  -1.71  -1.53  0.107
H  -5.70  -0.82  -3.56  0.101
H  -4.49  0.82  -4.97  0.103
H  -2.22  1.57  -4.31  0.106
H  -1.18  0.72  -2.25  0.104
H  -4.57  0.42  0.23  0.110
H  -5.39  1.54  2.26  0.106
H  -4.01  1.59  4.30  0.104
H  -1.76  0.55  4.30  0.096
H  -0.93  -0.57  2.26  0.064
H  -1.84  -3.48  -1.84  0.119
H  -2.50  -5.84  -1.54  0.103
H  -3.78  -6.52  0.46  0.100
H  -4.42  -4.83  2.15  0.102
H  -3.76  -2.47  1.85  0.104
F  -0.26  3.67  -0.74  0.134
B  -1.08  2.77  -0.07  -1.289
F  -0.47  1.47  -0.13  0.047
F  -2.34  2.68  -0.68  0.121
F  -1.23  3.14  1.27  0.100

energy = -5341.6827 hartree
net charge = 0
energy above the lowest of the compared OMol25 structures with the same formula, charge and spin = 106.1 kJ/mol
maximum force = 0.41 eV/Å


Record 2
Density functional theory data (wB97M-V/def2-TZVPD) for a 11-piece molecular cluster, C44H78F6N4O19 overall in a non-equilibrium geometry.

Each line ends with the Löwdin charge.
CARTESIAN COORDINATES (ANGSTROEM)
C  10.89  17.03  20.00  -0.063
C  10.90  17.30  18.51  -0.195
O  10.80  16.19  17.61  0.039
C  11.73  15.23  17.70  -0.401
O  12.73  15.26  18.35  0.156
C  11.23  13.97  16.98  -0.499
F  10.68  13.16  17.92  0.167
F  10.36  14.20  15.93  0.132
F  12.31  13.40  16.49  0.168
H  11.68  16.31  20.30  0.078
H  9.95  16.53  20.29  0.083
H  10.99  17.96  20.58  0.092
H  11.83  17.79  18.30  0.110
H  10.14  18.02  18.20  0.132
C  19.79  7.05  21.51  -0.048
C  19.93  8.51  21.09  -0.185
O  18.72  9.06  20.52  0.052
C  18.92  10.23  19.97  -0.455
O  19.90  10.87  19.88  0.185
C  17.60  10.71  19.34  -0.470
F  16.82  11.04  20.46  0.107
F  17.73  11.77  18.55  0.157
F  16.99  9.72  18.65  0.149
H  20.84  6.73  21.58  0.092
H  19.33  6.54  20.70  0.072
H  19.27  6.82  22.41  0.069
H  20.69  8.48  20.30  0.131
H  20.19  9.18  21.88  0.127
C  9.29  12.54  9.21  -0.065
C  10.64  12.97  8.70  -0.182
O  11.55  12.53  9.72  0.001
C  12.80  12.48  9.32  -0.625
O  13.18  12.54  8.17  0.125
O  13.62  12.48  10.35  0.017
C  13.14  12.41  11.69  -0.014
H  9.36  11.55  9.61  0.077
H  8.57  12.53  8.45  0.059
H  8.89  13.15  10.03  0.080
H  10.69  14.02  8.40  0.143
H  10.79  12.28  7.89  0.117
H  12.09  12.22  11.72  0.088
H  13.30  13.36  12.22  0.099
H  13.73  11.65  12.16  0.077
C  19.35  14.67  19.02  -0.068
C  19.73  14.29  17.61  -0.163
O  21.13  14.78  17.40  0.033
C  21.44  15.08  16.15  -0.608
O  20.68  15.15  15.24  0.101
O  22.78  15.45  16.11  -0.040
C  23.22  16.16  14.93  -0.026
H  18.38  14.19  19.26  0.055
H  19.26  15.74  19.17  0.075
H  20.06  14.32  19.76  0.079
H  19.06  14.76  16.95  0.086
H  19.76  13.21  17.42  0.127
H  22.76  17.16  14.88  0.096
H  22.94  15.47  14.12  0.094
H  24.30  16.24  15.04  0.092
C  16.93  16.32  11.28  -0.071
C  16.08  17.11  12.24  -0.194
O  14.80  17.29  11.50  0.070
C  13.91  18.05  12.04  -0.608
O  13.99  18.73  13.07  0.090
O  12.77  17.93  11.36  0.011
C  11.82  18.90  11.66  -0.073
H  18.01  16.43  11.51  0.084
H  16.69  16.53  10.22  0.087
H  16.66  15.24  11.35  0.075
H  16.61  18.06  12.47  0.126
H  15.93  16.60  13.14  0.061
H  11.68  19.11  12.73  0.107
H  10.93  18.61  11.16  0.089
H  12.00  19.89  11.27  0.091
C  16.37  10.59  9.23  -0.043
C  17.66  10.22  9.97  -0.220
O  18.38  11.36  10.37  0.044
C  18.23  11.81  11.60  -0.601
O  17.50  11.33  12.43  0.083
O  18.88  12.98  11.72  -0.007
C  19.06  13.40  13.14  0.008
H  16.53  11.24  8.36  0.087
H  15.76  11.16  9.93  0.063
H  15.87  9.71  8.88  0.073
H  18.37  9.74  9.27  0.134
H  17.45  9.60  10.83  0.103
H  19.43  12.50  13.69  0.099
H  18.04  13.59  13.54  0.060
H  19.73  14.29  13.15  0.090
C  9.43  15.74  13.02  -0.065
C  10.90  15.68  12.98  -0.211
O  11.38  16.59  13.98  0.027
C  12.54  16.34  14.62  -0.587
O  13.18  15.31  14.63  0.114
O  12.81  17.39  15.37  -0.012
C  14.15  17.75  15.79  -0.006
H  9.05  16.79  13.00  0.101
H  8.99  15.26  13.87  0.065
H  8.83  15.31  12.26  0.061
H  11.24  16.01  12.01  0.114
H  11.31  14.70  13.19  0.114
H  14.92  17.32  15.15  0.071
H  14.20  17.29  16.79  0.104
H  14.19  18.77  15.72  0.066
C  20.19  18.34  16.67  -0.113
C  18.91  19.10  16.77  -0.259
C  17.65  18.23  16.64  -0.159
C  17.88  17.40  15.45  -0.228
N  17.99  16.87  14.43  0.209
H  20.18  17.39  17.22  0.078
H  20.99  18.96  17.07  0.082
H  20.40  18.11  15.64  0.068
H  18.95  19.89  16.00  0.122
H  18.75  19.57  17.77  0.122
H  16.71  18.84  16.40  0.139
H  17.52  17.54  17.48  0.106
C  20.11  7.52  15.71  -0.122
C  19.27  8.76  15.56  -0.244
C  18.32  8.75  14.34  -0.171
C  19.00  8.24  13.12  -0.240
N  19.58  7.85  12.20  0.150
H  20.82  7.66  16.49  0.053
H  20.70  7.26  14.84  0.066
H  19.56  6.58  15.89  0.092
H  19.95  9.64  15.47  0.120
H  18.58  8.85  16.42  0.102
H  17.96  9.75  14.08  0.083
H  17.54  8.01  14.45  0.111
C  14.92  10.93  15.82  -0.088
C  14.75  12.16  14.90  -0.208
C  15.99  13.12  15.09  -0.156
C  15.96  13.64  16.47  -0.207
N  16.09  14.16  17.48  0.195
H  14.06  10.27  15.86  0.068
H  15.06  11.24  16.88  0.073
H  15.83  10.34  15.65  0.060
H  13.87  12.78  15.25  0.095
H  14.69  11.93  13.85  0.065
H  15.85  13.98  14.44  0.106
H  16.89  12.61  14.78  0.086
C  15.02  15.87  23.06  -0.107
C  15.75  14.88  22.11  -0.196
C  15.75  15.52  20.67  -0.185
C  16.11  16.95  20.56  -0.231
N  16.39  18.07  20.36  0.127
H  15.67  16.67  23.31  0.060
H  14.60  15.46  23.98  0.070
H  14.25  16.38  22.55  0.048
H  15.17  13.91  22.08  0.121
H  16.75  14.69  22.42  0.091
H  14.95  15.32  19.96  0.098
H  16.62  15.10  20.20  0.059

SMILES = CCOC(=O)C(F)(F)F.CCOC(=O)C(F)(F)F.CCOC(=O)OC.CCOC(=O)OC.CCOC(=O)OC.CCOC(=O)OC.CCOC(=O)OC.CCCC#N.CCCC#N.CCCC#N.CCCC#N
energy = -3971.1059 hartree
net charge = 0
maximum force = 3.64 eV/Å